Model A:
This record from the OMol25 dataset describes a gas-phase ion, C4H9N4 (charge +1). The level of theory is wB97M-V/def2-TZVPD.

Computed properties:
E_HOMO (Eh): -0.495
Structure (SMILES): CN1N=CCNC1=[NH2+]
Orbital gap (eV): 10.0
Charge: +1

Element x y z (Å)
C -0.4678 -0.4014 -2.2364
N 0.0437 -0.0572 -0.8880
N 0.7910 1.0969 -0.9141
C 1.2588 1.5316 0.1992
C 1.1258 0.9270 1.5094
N -0.1118 0.1506 1.4618
C -0.5115 -0.4659 0.3894
N -1.3713 -1.4486 0.5110
H -1.3356 0.2683 -2.3591
H 0.4388 -0.1859 -2.9042
H -0.7740 -1.4810 -2.0998
H 1.8524 2.4217 0.0062
H 1.9510 0.2368 1.6187
H 0.8527 1.6566 2.2761
H -0.3889 -0.3514 2.2239
H -1.6759 -1.9963 -0.2725
H -1.6773 -1.9018 1.4782

Here are the Löwdin charges for atoms 1 to 4, given in e: 0.01, -0.13, 0.10, -0.11

Model B:
This record from the OMol25 dataset describes a gas-phase ion, C4H9N4 (charge +1). The level of theory is wB97M-V/def2-TZVPD.

Computed properties:
E_HOMO (Eh): -0.497
Structure (SMILES): Cn1cnn(C)c1=[NH2+]
Orbital gap (eV): 10.5
Charge: +1

Element x y z (Å)
C -2.4239 -0.0257 -0.0121
N -1.1302 0.4856 -0.1116
C -0.5831 1.6749 0.1049
N 0.7017 1.6270 0.1117
N 1.1211 0.3961 -0.0085
C 2.5681 0.2576 -0.0800
C 0.1385 -0.4827 -0.1037
N 0.1349 -1.8295 -0.0641
H -3.1054 -0.0117 -0.8513
H -2.3255 -0.9729 0.4688
H -3.0694 0.6630 0.6500
H -1.0844 2.6786 0.1481
H 2.8867 0.0281 -1.1133
H 3.1250 1.0402 0.4349
H 2.9432 -0.7262 0.3419
H -0.8207 -2.3074 0.0180
H 0.9234 -2.4950 0.0661

Here are the Löwdin charges for atoms 1 to 4, given in e: -0.04, -0.01, -0.12, 0.09

Model C:
This record from the OMol25 dataset describes 2 unconnected molecules or ions with the total composition C4H9N4. The level of theory is wB97M-V/def2-TZVPD.

Computed properties:
E_HOMO (Eh): -0.474
Orbital gap (eV): 9.7
Charge: +1

Element x y z (Å)
C -0.0921 0.4459 -1.5081
C 0.5625 1.5749 -1.3547
C 1.4621 -1.0300 1.0707
C 1.3974 2.5406 -1.4835
N -0.3817 -0.3318 -0.3141
N 0.5255 -0.7633 0.4105
N 2.4873 -1.7014 1.4833
N -2.9399 -0.6968 0.8287
H -0.7013 0.2492 -2.3847
H 2.2734 2.2167 -2.0547
H 1.0979 3.5624 -1.1802
H -1.4307 -0.3547 0.0626
H 2.6119 -2.6864 1.2567
H 3.0561 -1.3054 2.2110
H -3.7782 -1.3097 0.6201
H -3.2964 0.1298 0.4715
H -2.8538 -0.5399 1.8649

Here are the Löwdin charges for atoms 1 to 4, given in e: -0.07, -0.09, -0.06, 0.05

What should be chosen as the least stable of them? Choose model C.

Model A:
This record from the OMol25 dataset describes 7 unconnected molecules or ions with the total composition H14O7. The level of theory is wB97M-V/def2-TZVPD.

Computed properties:
E_HOMO (Eh): -0.376
Structure (SMILES): O.O.O.O.O.O.O
Orbital gap (eV): 9.7
Charge: 0

Element x y z (Å)
O -1.0748 2.9148 -2.1535
H -1.6267 2.1734 -2.4207
H -0.9091 2.7731 -1.2139
O -0.0471 -0.8118 3.8334
H -0.2752 -0.7413 2.8889
H -0.7511 -1.3430 4.2205
O -0.0367 -1.0792 -4.1582
H -0.0464 -1.8831 -4.6894
H -0.7139 -1.2246 -3.4908
O 2.3598 1.7568 -0.3303
H 2.0414 2.3308 0.3716
H 1.6422 1.1039 -0.4644
O 2.3181 -1.2131 1.7468
H 2.1601 -2.0353 2.2237
H 1.6729 -1.2119 1.0295
O 0.0411 0.2862 -0.6048
H -0.4489 0.2685 -1.4330
H -0.5993 -0.0305 0.0779
O -1.5321 -0.5730 1.4389
H -2.3202 -0.0119 1.4361
H -1.8542 -1.4488 1.6918

Here are the Löwdin charges for atoms 1 to 4, given in e: -0.05, 0.02, 0.02, -0.07

Model B:
This record from the OMol25 dataset describes 7 unconnected molecules or ions with the total composition H14O7. The level of theory is wB97M-V/def2-TZVPD.

Computed properties:
E_HOMO (Eh): -0.348
Structure (SMILES): O.O.O.O.O.O.O
Orbital gap (eV): 9.1
Charge: 0

Element x y z (Å)
O -0.3959 0.7807 -0.9324
H -1.0050 1.0363 -0.2305
H -0.6073 -0.1445 -1.1008
O 0.9331 0.0231 1.4198
H 0.1926 -0.5129 1.7255
H 0.5477 0.5918 0.7438
O 0.0882 -2.2667 -0.2375
H 1.0278 -2.3101 -0.4480
H -0.3340 -2.0885 -1.0854
O 2.5674 -0.5268 -0.2462
H 2.8683 -0.4465 -1.1584
H 1.6190 -0.6797 -0.3247
O -0.9739 -1.5735 -3.6049
H -0.0531 -1.5224 -3.3246
H -1.4367 -0.9844 -2.9985
O 2.3751 1.0274 2.4371
H 1.9625 0.2104 2.7391
H 3.3204 0.8519 2.5056
O -4.1560 2.9714 1.7402
H -5.0141 2.8782 1.3113
H -3.5261 2.6848 1.0694

Here are the Löwdin charges for atoms 1 to 4, given in e: -0.03, 0.06, 0.01, -0.13

What should be chosen as the least stable of them? Choose model B.

Model A:
This record from the OMol25 dataset describes 7 unconnected molecules or ions with the total composition H14O7. The level of theory is wB97M-V/def2-TZVPD.

Computed properties:
E_HOMO (Eh): -0.412
Structure (SMILES): O.O.O.O.O.O.O
Orbital gap (eV): 11.5
Charge: 0

Element x y z (Å)
O 0.9076 -0.4725 2.1458
H 1.3318 -1.2956 2.0127
H -0.0390 -0.7653 2.0041
O 0.8775 -0.8709 -0.6580
H 0.6828 -0.6291 0.2667
H 0.0590 -1.1344 -1.0133
O 1.7585 1.1786 -2.0289
H 1.3775 0.4265 -1.4670
H 2.6575 0.8970 -2.1798
O 1.1132 2.2043 0.7066
H 1.7435 2.1213 -0.0685
H 1.2410 1.3437 1.1685
O -1.1006 1.4588 -1.0492
H -0.4401 1.7683 -0.3640
H -0.5684 1.1004 -1.7531
O -1.9052 -0.9962 -0.7903
H -1.7951 0.0083 -0.8353
H -2.3436 -1.1757 -1.6265
O -1.7069 -1.4280 2.0795
H -1.9497 -1.4006 1.1338
H -1.9013 -2.3388 2.3162

Here are the Löwdin charges for atoms 1 to 4, given in e: -0.05, 0.03, 0.03, -0.03

Model B:
This record from the OMol25 dataset describes 7 unconnected molecules or ions with the total composition H14O7. The level of theory is wB97M-V/def2-TZVPD.

Computed properties:
E_HOMO (Eh): -0.396
Structure (SMILES): O.O.O.O.O.O.O
Orbital gap (eV): 10.9
Charge: 0

Element x y z (Å)
O 0.2890 -2.3672 0.6026
H -0.0717 -2.5692 1.4773
H 1.1032 -2.8567 0.5146
O -0.8768 0.3287 -0.1957
H -1.4799 0.5303 0.4821
H -0.5404 -0.5804 -0.0651
O 2.4197 1.3423 -0.9295
H 1.9874 2.0759 -1.3421
H 1.8005 0.6271 -1.0260
O 1.5572 -1.5841 -1.7856
H 0.9587 -2.0514 -1.2111
H 2.4311 -1.6300 -1.4200
O -2.2446 0.1621 2.2518
H -1.7554 0.4605 3.0345
H -3.0775 0.6337 2.2624
O -1.4573 1.3959 -2.7951
H -1.5265 1.1404 -1.8705
H -2.2035 1.9731 -2.8981
O 0.7340 1.1357 1.9444
H 0.2749 0.7485 1.2268
H 1.6778 1.0848 1.7423

Here are the Löwdin charges for atoms 1 to 4, given in e: -0.04, 0.08, 0.05, -0.04

Model C:
This record from the OMol25 dataset describes 7 unconnected molecules or ions with the total composition H14O7. The level of theory is wB97M-V/def2-TZVPD.

Computed properties:
E_HOMO (Eh): -0.400
Structure (SMILES): O.O.O.O.O.O.O
Orbital gap (eV): 10.7
Charge: 0

Element x y z (Å)
O 5.6980 8.7040 -25.5590
H 6.2810 8.6550 -26.3080
H 5.1270 9.4900 -25.6840
O 4.7760 11.9470 -27.1980
H 5.5960 11.9080 -27.7230
H 4.0120 11.5530 -27.5810
O 3.2710 7.7130 -28.7990
H 3.0930 7.0450 -29.4340
H 3.1860 7.1480 -28.0220
O 2.7070 10.0600 -27.3920
H 2.9300 9.7340 -26.5360
H 2.8240 9.3390 -28.0070
O 5.6810 9.1260 -29.0480
H 5.5660 10.0580 -29.2770
H 4.8280 8.7780 -29.1210
O 6.3810 5.9780 -29.0840
H 6.2560 6.8540 -29.4330
H 5.9700 6.0140 -28.1940
O 7.6280 8.2150 -27.4470
H 8.3670 8.8220 -27.3070
H 6.9960 8.5420 -28.0820

Here are the Löwdin charges for atoms 1 to 4, given in e: -0.07, -0.05, 0.02, -0.06

Model D:
This record from the OMol25 dataset describes 7 unconnected molecules or ions with the total composition H14O7. The level of theory is wB97M-V/def2-TZVPD.

Computed properties:
E_HOMO (Eh): -0.410
Structure (SMILES): O.O.O.O.O.O.O
Orbital gap (eV): 11.1
Charge: 0

Element x y z (Å)
O 14.9780 -22.4030 -7.3400
H 15.6000 -22.7800 -6.7260
H 14.1440 -22.9010 -7.1090
O 13.1780 -19.2620 -7.8630
H 13.4390 -18.4560 -8.3530
H 13.5060 -19.9530 -8.4540
O 10.9580 -20.9510 -9.1280
H 11.7150 -20.4870 -8.8960
H 10.8500 -20.5730 -10.0000
O 11.6890 -21.9810 -11.8440
H 11.2990 -21.1370 -12.1790
H 10.8740 -22.5430 -11.8210
O 13.7420 -21.1050 -10.1570
H 13.1600 -21.3060 -10.9360
H 13.4030 -21.7750 -9.6070
O 11.7770 -23.4330 -8.4040
H 11.2390 -22.7740 -8.8600
H 11.4970 -24.2300 -8.8210
O 14.5360 -19.3000 -11.9850
H 15.3110 -19.3900 -12.5340
H 14.3720 -20.0210 -11.4070

Here are the Löwdin charges for atoms 1 to 4, given in e: -0.07, 0.02, 0.05, -0.06

What should be chosen as the least stable of them? Choose model D.

Model A:
This record from the OMol25 dataset describes 7 unconnected molecules or ions with the total composition H14O7. The level of theory is wB97M-V/def2-TZVPD.

Computed properties:
E_HOMO (Eh): -0.375
Structure (SMILES): O.O.O.O.O.O.O
Orbital gap (eV): 10.3
Charge: 0

Element x y z (Å)
O -0.2947 0.7716 1.5262
H 0.5217 1.2392 1.3214
H -0.6269 0.9752 2.4524
O -4.4696 -0.5361 0.7570
H -4.6972 -1.2066 0.0113
H -3.7954 -0.0419 0.3822
O 1.3396 -2.3110 -0.9349
H 0.4469 -2.7061 -0.9593
H 1.7312 -3.0645 -1.3351
O 1.8942 -0.5960 0.2845
H 1.2481 -0.9005 0.8635
H 2.6757 -1.2511 0.2961
O -1.6244 3.4302 -1.1664
H -2.0191 4.1207 -1.6241
H -1.5892 3.7562 -0.2464
O 5.7722 0.9943 0.1795
H 4.8673 0.9025 0.3870
H 5.7767 0.5261 -0.7102
O -2.5203 -0.9876 -0.6291
H -2.2919 -1.3371 0.2243
H -2.3449 -1.7775 -1.0799

Here are the Löwdin charges for atoms 1 to 4, given in e: -0.08, 0.03, 0.08, -0.09

Model B:
This record from the OMol25 dataset describes a molecular structure, H14O7. The level of theory is wB97M-V/def2-TZVPD.

Computed properties:
E_HOMO (Eh): -0.319
Orbital gap (eV): 8.7
Charge: 0

Element x y z (Å)
H -0.1457 -0.7215 -1.8033
H 0.5845 -0.0553 -0.5975
H -0.0881 -2.1305 3.2974
H -0.0699 -1.4209 4.5870
H -2.6523 -0.1014 2.0242
H -2.4230 0.6366 3.2674
H 1.2782 0.6642 -2.5382
H 2.6984 0.8032 -3.2259
H 2.1164 4.0368 -1.3165
H 2.5631 4.3632 0.0232
H 0.0017 0.6400 0.9157
H -0.5997 -0.4435 1.7197
H -1.9794 -2.4972 -3.5921
H -3.2691 -3.0941 -3.9600
O 0.1741 -0.8385 -0.9504
O 0.5692 -1.8734 4.0202
O -2.1180 0.6454 2.3853
O 2.1492 0.3477 -2.4908
O 2.8460 4.4803 -0.8151
O -0.8455 0.3455 1.2754
O -2.5268 -3.1918 -3.2748

Here are the Löwdin charges for atoms 1 to 4, given in e: -0.01, 0.01, 0.06, 0.03

Model C:
This record from the OMol25 dataset describes 7 unconnected molecules or ions with the total composition H14O7. The level of theory is wB97M-V/def2-TZVPD.

Computed properties:
E_HOMO (Eh): -0.393
Structure (SMILES): O.O.O.O.O.O.O
Orbital gap (eV): 10.5
Charge: 0

Element x y z (Å)
O 0.5284 0.6778 0.1160
H 0.4969 -0.0574 0.6710
H 1.0583 0.4268 -0.6306
O 0.3495 -0.3039 4.0920
H -0.2253 -0.3025 4.8562
H -0.0976 -0.7360 3.3712
O -0.7267 1.9669 2.3696
H -0.0054 1.8447 2.9490
H -0.4364 1.5578 1.5843
O -1.0478 1.3359 -2.6885
H -1.8910 1.6708 -2.7274
H -0.9065 1.0857 -1.7917
O 0.9431 0.1603 -4.0584
H 0.9323 -0.6750 -4.4718
H 0.1924 0.2701 -3.4517
O -0.6820 -1.5480 1.9090
H -1.5627 -1.2876 2.0876
H -0.7078 -2.2167 1.1798
O 1.5141 -1.4522 -1.5899
H 0.5669 -1.4941 -1.4299
H 1.7072 -0.9236 -2.3456

Here are the Löwdin charges for atoms 1 to 4, given in e: -0.01, -0.01, 0.02, -0.05

Model D:
This record from the OMol25 dataset describes 7 unconnected molecules or ions with the total composition H14O7. The level of theory is wB97M-V/def2-TZVPD.

Computed properties:
E_HOMO (Eh): -0.411
Structure (SMILES): O.O.O.O.O.O.O
Orbital gap (eV): 11.1
Charge: 0

Element x y z (Å)
O -0.2315 -1.0192 -0.7102
H 0.2154 -0.8033 0.1160
H -0.0683 -0.2534 -1.2722
O -0.5006 2.9943 -1.5562
H 0.3438 2.8853 -1.1045
H -0.6222 3.9495 -1.5988
O 3.8891 1.3887 0.3656
H 4.2318 1.3978 1.2664
H 2.9756 1.0981 0.4651
O -4.3329 -1.8391 -1.3224
H -4.1200 -2.5555 -0.7137
H -3.4812 -1.4273 -1.5069
O 1.7440 -2.7974 1.1602
H 2.5035 -3.3718 1.3094
H 1.0641 -3.3907 0.8215
O 2.1337 -0.4765 -1.0642
H 1.4218 -0.0187 -0.6030
H 2.9001 -0.3541 -0.4928
O -3.4846 1.8017 2.4044
H -3.6525 1.7577 1.4563
H -2.9292 1.0339 2.5801

Here are the Löwdin charges for atoms 1 to 4, given in e: -0.06, 0.02, 0.03, -0.06

What should be chosen as the least stable of them? Choose model B.